Entry from the OMol25 dataset: 13 unconnected molecules or ions with the total composition C52H120N2O11 (the ωB97M-V functional and the def2-TZVPD basis).

molecular weight	949.535	g/mol
HOMO energy	-0.3064	hartree
2S+1	1

Atoms and positions in Å:
C -1.05 -1.00 -4.25
C -2.12 0.01 -3.79
O -1.78 1.30 -4.19
C -2.66 2.40 -3.81
C -1.95 3.70 -3.64
H -1.28 -1.93 -3.67
H -1.05 -1.19 -5.34
H -0.04 -0.65 -4.01
H -3.16 -0.14 -4.03
H -2.10 -0.07 -2.69
H -3.50 2.51 -4.50
H -3.06 2.12 -2.89
H -1.46 4.11 -4.58
H -1.19 3.61 -2.87
H -2.69 4.33 -3.23
C -3.58 5.65 3.02
C -4.18 4.21 3.13
O -3.14 3.52 3.79
C -3.30 2.14 3.87
C -2.47 1.65 5.06
H -4.26 6.31 2.52
H -3.42 6.09 3.97
H -2.60 5.62 2.49
H -5.15 4.07 3.64
H -4.27 3.79 2.13
H -4.40 1.88 4.05
H -2.93 1.65 2.94
H -1.41 1.76 4.88
H -2.67 0.61 5.25
H -2.70 2.29 5.88
C -5.26 1.09 0.86
C -5.72 0.40 -0.43
O -6.36 1.31 -1.30
C -6.08 0.94 -2.64
C -6.76 1.81 -3.69
H -4.61 1.92 0.70
H -6.15 1.34 1.39
H -4.73 0.33 1.46
H -4.78 0.04 -0.88
H -6.34 -0.46 -0.38
H -5.01 1.05 -2.68
H -6.41 -0.05 -2.82
H -7.84 1.84 -3.54
H -6.64 1.35 -4.67
H -6.39 2.84 -3.64
C 2.78 -6.85 -0.62
C 3.98 -6.83 0.25
O 3.57 -6.98 1.63
C 4.70 -7.04 2.46
C 4.31 -6.82 3.93
H 2.08 -7.71 -0.48
H 2.18 -5.96 -0.48
H 3.12 -6.87 -1.71
H 4.74 -7.66 -0.09
H 4.57 -5.88 0.22
H 5.35 -7.89 2.23
H 5.35 -6.21 2.17
H 3.83 -7.65 4.31
H 3.56 -6.00 3.92
H 5.18 -6.63 4.54
C -2.49 -9.33 -3.20
C -1.76 -8.00 -3.36
O -1.75 -7.41 -2.01
C -1.34 -6.08 -2.07
C -0.98 -5.55 -0.72
H -2.52 -9.98 -4.02
H -1.97 -9.92 -2.41
H -3.50 -9.18 -2.87
H -0.75 -8.04 -3.77
H -2.35 -7.36 -4.04
H -0.49 -5.98 -2.77
H -2.20 -5.53 -2.44
H -0.20 -6.18 -0.21
H -1.82 -5.62 0.03
H -0.69 -4.52 -0.73
C 0.29 9.60 2.22
C 0.24 8.17 2.75
O 1.06 7.37 1.90
C 1.19 5.98 2.20
C 2.07 5.25 1.22
H -0.31 10.27 2.92
H 1.29 10.00 2.40
H 0.03 9.81 1.21
H 0.52 8.01 3.83
H -0.82 7.78 2.68
H 1.65 5.81 3.19
H 0.21 5.49 2.28
H 3.12 5.59 1.21
H 1.63 5.20 0.22
H 2.10 4.16 1.50
C 1.72 2.46 3.63
C 1.90 1.21 4.42
O 1.00 0.22 4.05
C 1.09 -0.98 4.81
C 0.03 -1.92 4.31
H 0.92 3.05 4.05
H 2.67 3.04 3.66
H 1.42 2.29 2.60
H 2.94 0.88 4.34
H 1.77 1.41 5.49
H 2.10 -1.44 4.74
H 1.01 -0.72 5.88
H -0.09 -2.76 5.03
H 0.29 -2.29 3.33
H -0.95 -1.48 4.25
C 4.81 -2.41 2.68
C 4.30 -0.98 2.76
O 4.90 -0.17 1.77
C 4.40 1.16 1.82
C 4.80 1.85 0.51
H 5.86 -2.28 2.86
H 4.40 -3.08 3.44
H 4.46 -2.86 1.73
H 3.22 -0.89 2.63
H 4.52 -0.62 3.75
H 3.30 1.07 1.82
H 4.67 1.72 2.74
H 4.44 1.17 -0.37
H 5.90 1.90 0.40
H 4.42 2.86 0.49
C 7.13 -2.05 -1.69
C 5.65 -2.37 -1.37
O 5.01 -2.78 -2.55
C 3.74 -3.37 -2.25
C 3.27 -3.86 -3.67
H 7.22 -1.08 -2.25
H 7.70 -1.83 -0.76
H 7.57 -2.96 -2.24
H 5.65 -3.21 -0.67
H 5.21 -1.52 -0.82
H 3.86 -4.14 -1.44
H 3.06 -2.58 -1.95
H 2.32 -4.40 -3.67
H 4.01 -4.47 -4.12
H 3.18 -2.99 -4.31
C 1.66 4.27 -2.95
C 1.92 3.41 -4.19
O 2.87 2.39 -4.00
C 2.44 1.39 -3.10
C 3.36 0.20 -3.09
H 0.91 5.06 -3.21
H 1.30 3.64 -2.15
H 2.58 4.82 -2.64
H 0.93 2.99 -4.53
H 2.26 3.92 -5.07
H 2.35 1.82 -2.10
H 1.38 1.09 -3.36
H 4.39 0.64 -3.07
H 3.27 -0.45 -3.91
H 3.23 -0.37 -2.15
C -0.97 1.61 0.94
C -0.32 1.32 -0.40
O -0.08 -0.10 -0.50
C 0.98 -0.57 0.28
C 1.00 -2.09 0.14
H -0.96 2.65 1.09
H -1.97 1.14 0.87
H -0.39 1.14 1.76
H -1.02 1.52 -1.22
H 0.62 1.86 -0.56
H 1.98 -0.25 -0.07
H 0.99 -0.28 1.37
H 0.21 -2.73 0.53
H 1.92 -2.41 0.63
H 1.12 -2.29 -0.98
N -3.74 -2.41 1.16
C -2.54 -2.14 0.55
C -2.64 -2.45 -0.74
C -3.97 -2.90 -1.00
C -4.63 -2.95 0.19
H -3.85 -2.43 2.17
H -1.67 -1.72 1.03
H -1.80 -2.29 -1.40
H -4.38 -3.11 -1.98
H -5.54 -3.37 0.50
N -5.00 4.01 -1.03
C -3.80 4.27 -0.41
C -3.35 5.51 -0.75
C -4.38 6.04 -1.64
C -5.37 5.09 -1.77
H -5.49 3.09 -0.96
H -3.41 3.50 0.27
H -2.54 6.07 -0.39
H -4.40 7.05 -2.01
H -6.32 5.12 -2.29